No. 1
87
Properties=species:S:1:pos:R:3 method="wB97M-V/def2-TZVPD" orbital_gap_ev=5.01 e_tot_ev=-315753.8456 total_charge=-2 de_lowest_kj_mol=3.7 multiplicity=1
Cd 0.3464 -0.3410 0.2006
O 2.6104 -3.8347 3.2636
C 1.4719 -3.0329 2.9354
C 0.3309 -3.8336 2.2750
C 0.3148 -5.2583 2.8551
O 0.4457 -5.2989 4.2814
C 0.5186 -3.9221 0.7535
Se 2.2473 -4.6732 0.1371
C -1.0264 -3.1999 2.6298
Se -1.2937 -1.2545 2.3767
H 2.9028 -4.2259 2.4029
H 1.7550 -2.2127 2.2734
H 1.1137 -2.5910 3.8683
H 1.1121 -5.8318 2.3822
H -0.6365 -5.7395 2.6076
H 1.3206 -4.9216 4.4455
H 0.4458 -2.9288 0.3194
H -0.2729 -4.5369 0.3203
H -1.2023 -3.3517 3.6951
H -1.8209 -3.6922 2.0696
C 1.3668 3.1739 -0.8904
C -0.0269 2.9199 -1.3797
C -0.7960 4.0048 -1.8683
C -2.0644 3.7857 -2.3086
C -2.5864 2.4730 -2.3344
C -3.8748 2.1929 -2.8307
C -4.3007 0.8915 -2.8894
C -3.4604 -0.1558 -2.4930
C -2.1708 0.0569 -2.0108
S -1.1540 -1.3057 -1.7001
C -1.7337 1.4268 -1.8780
N -0.4957 1.6911 -1.3726
H 1.8717 3.8892 -1.5426
H 1.9337 2.2473 -0.8785
H 1.3502 3.5790 0.1209
H -0.3605 4.9980 -1.8849
H -2.6781 4.6044 -2.6710
H -4.5019 3.0128 -3.1673
H -5.2931 0.6665 -3.2648
H -3.7995 -1.1816 -2.5590
C 0.8278 0.2242 -4.8600
N 1.5429 -0.8386 -4.2047
C 2.5259 -0.6908 -3.2724
Se 3.5121 0.8288 -2.9809
N 2.7890 -1.9247 -2.7816
C 2.0126 -2.8807 -3.4288
C 2.0059 -4.2686 -3.3858
C 1.1314 -4.9167 -4.2489
C 0.2992 -4.2120 -5.1213
C 0.3278 -2.8272 -5.1785
C 1.2102 -2.1816 -4.3276
H 1.2399 1.1729 -4.5289
H -0.2278 0.1680 -4.5866
H 0.9301 0.1441 -5.9449
H 3.2744 -2.0483 -1.8962
H 2.6244 -4.8145 -2.6899
H 1.0959 -6.0001 -4.2364
H -0.3742 -4.7573 -5.7736
H -0.3237 -2.2708 -5.8419
C 3.1021 0.8329 1.5362
C 2.5348 -0.2114 0.5849
O 3.3193 -0.9872 0.0840
H 4.0050 0.4460 2.0180
H 2.3674 1.1466 2.2754
H 3.3755 1.7020 0.9262
C 0.1314 5.5092 2.0798
C -0.1652 4.3872 3.0755
As -0.4497 2.6021 2.2348
C -2.2868 2.8275 1.5430
C -3.2992 3.5374 2.4363
C -0.9090 1.7319 3.9388
C 0.3287 1.2029 4.6603
H 0.1862 6.4816 2.5771
H -0.6461 5.5663 1.3114
H 1.0835 5.3340 1.5752
H -1.0391 4.6269 3.6843
H 0.6765 4.2586 3.7591
H -2.6118 1.8013 1.3460
H -2.2279 3.3264 0.5741
H -3.4011 3.0364 3.4005
H -4.2840 3.5473 1.9608
H -3.0127 4.5769 2.6172
H -1.5706 0.8953 3.7041
H -1.4529 2.4418 4.5682
H 0.7962 0.4170 4.0645
H 0.0580 0.7679 5.6252
H 1.0589 1.9996 4.8389


No. 2
12
Properties=species:S:1:pos:R:3 method="wB97M-V/def2-TZVPD" orbital_gap_ev=10.43 e_tot_ev=-8338.2216 de_lowest_kj_mol=216.1 multiplicity=1
O 2.2187 -0.4973 1.5389
C 1.1655 0.0318 1.2452
C 0.4224 -0.6139 0.1464
C 0.1196 0.1023 -1.1616
C -1.0030 -0.2378 -0.2477
O -1.5610 0.8236 0.4836
H 0.7877 0.8968 1.8066
H 1.0553 -1.5208 0.1683
H 0.2367 -0.4849 -2.0687
H 0.3951 1.1494 -1.2451
H -1.7306 -0.9963 -0.5420
H -2.1065 1.3472 -0.1239


No. 3
12
Properties=species:S:1:pos:R:3 method="wB97M-V/def2-TZVPD" orbital_gap_ev=10.18 e_tot_ev=-9812.9951 de_lowest_kj_mol=127.3 multiplicity=1
C 0.1245 1.5250 0.3190
C -0.7408 0.9081 -0.4845
C -1.7078 -0.0776 0.0621
O -1.7976 -0.3436 1.2401
H 0.8652 2.2284 -0.0475
H 0.1062 1.3212 1.3861
H -0.7497 1.0748 -1.5585
H -2.3511 -0.5819 -0.6846
N 2.1207 -1.0979 0.2730
C 1.2357 -1.5511 -0.4221
O 0.3889 -1.8618 -1.1689
H 2.5057 -1.5436 1.0858